No. 1
DFT (ωB97M-V/def2-TZVPD) results for a single C3H5N3O molecule at a distorted geometry.

Last column: natural (NBO) charge in e.
Positions of all 12 atoms, in Å:
C 0.396 0.600 0.102  0.1769
C -0.108 -0.885 0.119  -0.3238
C -0.994 1.398 0.036  -0.0698
H 3.336 0.135 0.264  0.4835
H 0.042 -1.495 1.120  0.2415
H 0.288 -1.466 -0.770  0.2408
H -2.300 -1.267 -0.560  0.4051
H -1.145 2.436 -0.032  0.2147
N 1.608 0.981 -0.073  -0.1426
N -1.588 -0.728 -0.038  -0.4437
N -1.935 0.556 -0.050  -0.1769
O 2.401 -0.264 -0.119  -0.6057

Its net charge is 0. The calculation puts the HOMO energy at -8.58 eV. The largest force on an atom comes out at 4.8 eV Å⁻¹. For the LUMO energy, the calculation gives 0.87 eV. The molar mass is 99.093 g mol⁻¹. The structure (SMILES) is O/N=C1/C=NNC1. The relative energy (zero: lowest compared OMol25 entry of this formula, charge and spin) comes out at 4.700 eV.

No. 2
DFT (ωB97M-V/def2-TZVPD) results for a molecular structure, C4H6BrNS at a distorted geometry.

Last column: natural (NBO) charge in e.
Positions of all 13 atoms, in Å:
C 1.882 1.421 1.384  -0.4124
C 0.641 1.431 0.989  -0.0294
C -0.878 0.519 -0.683  0.0316
C -0.905 -2.346 -0.844  -0.7549
N -0.068 0.374 0.363  -0.4944
S -1.438 -0.822 -1.650  0.3185
Br -1.514 2.092 -1.646  0.0282
H 2.189 2.429 1.809  0.2180
H 2.380 0.530 1.433  0.2059
H 0.061 2.337 0.963  0.1772
H 0.134 -2.296 -0.562  0.2407
H -0.948 -3.107 -1.608  0.2366
H -1.536 -2.563 0.053  0.2344

Its net charge is 0. The calculation puts the HOMO energy at -8.83 eV. The largest force on an atom comes out at 4.4 eV Å⁻¹. For the LUMO energy, the calculation gives 0.47 eV. The molar mass is 180.070 g mol⁻¹. The relative energy (zero: lowest compared OMol25 entry of this formula, charge and spin) comes out at 1.655 eV.

No. 3
DFT (ωB97M-V/def2-TZVPD) results for 2 unconnected molecules or ions with the total composition C2H9N2O at a distorted geometry.

Last column: natural (NBO) charge in e.
Positions of all 14 atoms, in Å:
C -1.236 0.771 0.341  -0.4635
N 1.315 -0.017 -0.456  -0.2471
C 0.347 0.183 -1.411  -0.1979
N -0.868 -0.161 -0.696  -0.3031
H -2.119 1.362 0.056  0.2791
H -0.410 1.484 0.458  0.2457
H -1.541 0.183 1.195  0.2838
H 2.262 -0.040 -0.862  0.3807
H 0.492 -0.616 -2.173  0.3277
H 0.199 1.201 -1.791  0.2876
H -0.795 -1.105 -0.314  0.4166
H 1.001 -0.697 1.215  0.4722
H 0.939 -1.519 2.538  0.4956
O 0.414 -1.030 1.899  -0.9775

Its net charge is +1. The calculation puts the HOMO energy at -15.10 eV. The largest force on an atom comes out at 2.0 eV Å⁻¹. For the LUMO energy, the calculation gives -9.15 eV. The molar mass is 77.107 g mol⁻¹. The relative energy (zero: lowest compared OMol25 entry of this formula, charge and spin) comes out at 6.801 eV.

No. 4
DFT (ωB97M-V/def2-TZVPD) results for a molecular structure, C22H58BO28 at a distorted geometry.

Last column: Mulliken charge in e.
Positions of all 109 atoms, in Å:
O -1.707 0.393 -2.734  -0.7992
C -1.324 0.522 -1.602  0.6243
O -1.878 1.213 -0.710  -0.4751
B -0.931 1.340 0.367  1.5025
O 0.198 0.449 -0.011  0.0675
C -0.074 0.007 -1.098  0.1588
O 0.620 -0.786 -1.705  0.3550
O -1.613 0.851 1.585  -1.2134
C -1.378 1.724 2.454  0.2510
O -1.856 1.647 3.569  -0.8004
C -0.803 2.914 1.890  0.6618
O -0.562 2.710 0.686  -0.3259
O -0.432 3.974 2.502  -0.8882
O 1.836 -2.162 0.996  -0.5501
H 2.158 -1.706 0.227  0.2438
H 0.960 -2.520 0.837  0.3028
O 2.369 -1.357 -3.891  -0.7265
H 1.504 -1.510 -3.431  0.0858
H 2.362 -0.412 -4.062  0.3149
C 1.878 3.337 5.180  0.4776
C 1.836 4.804 5.012  -0.5005
O 1.904 4.958 3.632  -0.5388
O 2.131 3.006 6.528  -0.5693
H 2.549 2.757 4.527  -0.2069
H 0.906 2.935 5.026  0.0135
H 2.663 5.358 5.409  0.4231
H 0.947 5.252 5.368  0.3053
H 1.069 4.644 3.258  0.3130
H 2.866 3.496 6.860  0.3028
C -1.143 -3.729 1.656  -0.8228
C -1.496 -2.654 2.670  1.0635
O -1.481 -3.349 3.928  -0.6829
O -0.640 -3.260 0.449  -0.2047
H -2.060 -4.205 1.212  0.2323
H -0.537 -4.547 2.108  0.3455
H -2.505 -2.330 2.333  0.2000
H -0.863 -1.786 2.499  -0.4134
H -1.624 -2.740 4.604  0.1561
H -1.387 -3.025 -0.118  0.0101
C -2.688 -2.991 -2.373  0.3309
C -3.742 -4.047 -2.390  -0.4571
O -3.910 -4.281 -3.755  -0.5393
O -2.640 -2.406 -1.094  -0.6024
H -2.936 -2.220 -3.145  0.0259
H -1.665 -3.241 -2.704  0.0050
H -4.742 -3.765 -1.889  0.1833
H -3.388 -4.955 -1.964  0.3833
H -4.311 -5.125 -3.931  0.3118
H -3.347 -1.864 -1.065  0.2526
C 2.513 0.373 2.855  -0.8760
C 1.427 -0.378 3.582  1.4441
O 1.908 -1.380 4.326  -0.6928
O 1.903 1.267 1.925  0.0706
H 3.198 -0.249 2.330  0.1754
H 3.217 1.085 3.414  0.2702
H 0.890 -0.907 2.771  -0.5863
H 0.712 0.223 4.184  -0.2757
H 2.138 -2.062 3.700  0.4812
H 1.463 0.728 1.271  0.3253
C 0.078 3.467 -3.281  -0.3067
C -0.820 3.141 -4.503  -0.3564
O -0.036 2.575 -5.550  -0.6991
O 0.867 2.270 -3.190  -0.5845
H -0.497 3.593 -2.423  0.5329
H 0.613 4.374 -3.685  0.1660
H -1.328 4.137 -4.750  0.3678
H -1.650 2.399 -4.304  0.0802
H -0.583 1.808 -5.848  0.3208
H 0.724 2.023 -4.117  0.3707
C 1.192 -4.548 -4.196  -0.3902
C 1.347 -4.695 -2.768  0.2702
O 2.331 -3.929 -2.338  -0.5547
O 0.020 -5.179 -4.788  -0.5930
H 2.004 -5.048 -4.617  0.4801
H 1.384 -3.584 -4.669  0.0632
H 1.515 -5.768 -2.575  0.3568
H 0.376 -4.303 -2.338  -0.2017
H 2.085 -3.010 -2.377  0.2002
H -0.415 -4.579 -5.367  0.3299
C -0.266 -0.716 -5.379  0.1071
C -1.518 -0.318 -6.122  -0.5356
O -1.207 0.700 -7.035  -0.6278
O -0.681 -1.546 -4.256  0.4341
H 0.318 0.151 -5.037  -0.0763
H 0.305 -1.306 -6.073  0.3152
H -2.252 0.190 -5.410  0.1042
H -1.995 -1.228 -6.559  0.4444
H -1.341 0.374 -7.937  0.3800
H -1.276 -0.942 -3.828  -0.3454
C -0.703 -0.710 6.677  -0.3800
C -0.681 -2.111 7.288  -0.4866
O 0.295 -2.709 6.472  -0.5370
O -1.669 -0.559 5.599  -0.4848
H 0.323 -0.494 6.449  0.3225
H -0.854 0.000 7.485  0.4273
H -1.762 -2.589 7.239  0.1606
H -0.312 -1.916 8.303  0.4028
H 0.001 -2.693 5.574  0.3556
H -1.552 0.325 5.231  0.3267
C 1.958 4.598 -0.562  0.6931
C 1.417 5.940 -0.458  -0.5962
O 0.938 6.422 -1.738  -0.5637
O 2.520 4.340 0.670  -0.5418
H 2.687 4.474 -1.336  0.4246
H 1.160 3.906 -0.885  -0.4892
H 2.130 6.651 -0.026  0.3298
H 0.691 6.086 0.311  0.2530
H 1.760 6.556 -2.263  0.3464
H 1.896 3.962 1.226  0.0619

Its net charge is -1. The calculation puts the HOMO energy at -7.33 eV. The largest force on an atom comes out at 8.5 eV Å⁻¹. For the LUMO energy, the calculation gives 1.80 eV. The molar mass is 781.490 g mol⁻¹. The relative energy (zero: lowest compared OMol25 entry of this formula, charge and spin) comes out at 2.606 eV.

No. 5
DFT (ωB97M-V/def2-TZVPD) results for 2 unconnected molecules or ions with the total composition CH2NO2S2 at a distorted geometry.

Last column: natural (NBO) charge in e.
Positions of all 8 atoms, in Å:
C -2.285 -0.662 1.282  1.0125
N -0.482 -0.896 0.453  -1.0861
O -2.936 -1.110 0.398  -0.6490
O -2.137 -0.241 2.357  -0.6235
S -0.349 -1.402 -1.051  0.1811
S 0.839 -0.966 1.562  0.0889
H -0.850 -2.678 -1.124  0.0227
H 1.399 0.397 1.521  0.0533

Its net charge is -1. The calculation puts the HOMO energy at -3.60 eV. The largest force on an atom comes out at 3.5 eV Å⁻¹. For the LUMO energy, the calculation gives 3.63 eV. The molar mass is 124.166 g mol⁻¹. The relative energy (zero: lowest compared OMol25 entry of this formula, charge and spin) comes out at 0.654 eV.

No. 6
DFT (ωB97M-V/def2-TZVPD) results for a molecular structure, C14H13BrN2O2TeTi at a distorted geometry.

Last column: natural (NBO) charge in e.
Positions of all 34 atoms, in Å:
Ti 0.453 -0.475 0.790  0.8420
Br 0.319 2.321 1.086  0.2148
C -1.461 2.561 0.504  -0.0828
C -1.999 3.810 0.552  -0.2531
C -3.325 4.006 0.095  -0.2238
C -4.037 2.953 -0.390  -0.1947
C -3.475 1.649 -0.441  -0.0756
C -4.217 0.559 -0.955  -0.2106
C -3.656 -0.681 -0.990  -0.2099
C -2.342 -0.890 -0.504  -0.2207
C -1.552 0.115 0.005  -0.4099
C -2.157 1.415 0.019  -0.0324
H -1.419 4.640 0.933  0.2158
H -3.760 4.997 0.133  0.2036
H -5.052 3.093 -0.746  0.1997
H -5.226 0.731 -1.315  0.1945
H -4.223 -1.518 -1.384  0.1976
H -1.959 -1.905 -0.533  0.1954
C 3.519 -3.019 -0.825  -0.6787
C 2.723 -1.867 -0.292  0.3200
N 1.437 -1.724 -0.538  -0.3079
O 0.881 -2.677 -1.415  -0.5729
C 3.353 -0.858 0.521  -0.0077
C 4.770 -0.911 0.975  -0.6552
N 2.547 0.177 0.837  -0.0504
O 3.033 1.194 1.437  -0.5095
H 3.159 -3.337 -1.798  0.2445
H 3.405 -3.863 -0.137  0.2427
H 4.574 -2.761 -0.873  0.2217
H 0.202 -3.083 -0.859  0.4820
H 5.105 -1.938 1.126  0.2066
H 4.839 -0.373 1.920  0.2500
H 5.464 -0.424 0.281  0.2087
Te 0.076 -1.915 2.781  -0.7439

Its net charge is -1. Its spin multiplicity is 2. The calculation puts the HOMO energy (spin up / spin down) at -3.45 / -3.52 eV. The largest force on an atom comes out at 1.2 eV Å⁻¹. For the LUMO energy (spin up / spin down), the calculation gives 2.72 / 2.80 eV. The molar mass is 496.641 g mol⁻¹.